{
  "formula": "C37H33BrCuN7O2S2",
  "method": "ωB97M-V with the def2-TZVPD basis set",
  "s2": 0.754,
  "charge": -1,
  "lumo_ev": [2.162, 2.161],
  "e_above_lowest_kcal_mol": 0.0,
  "homo_lumo_gap_ha": [0.2281, 0.2278],
  "spin_multiplicity": 2,
  "elements": ["H", "H", "C", "C", "C", "H", "O", "C", "C", "C", "C", "H", "C", "C", "H", "C", "H", "H", "C", "C", "C", "C", "C", "C", "H", "Cu", "N", "H", "N", "H", "H", "H", "H", "C", "C", "C", "H", "N", "C", "N", "C", "C", "N", "H", "H", "C", "O", "H", "H", "C", "C", "C", "H", "H", "H", "H", "H", "C", "H", "H", "H", "H", "C", "H", "C", "S", "C", "C", "H", "N", "H", "C", "C", "C", "C", "N", "H", "H", "Br", "C", "C", "S", "H"],
  "xyz": [[-0.8169, -3.7894, 1.6109], [-6.2367, 1.4435, 1.2049], [-1.1030, -2.5249, -3.3618], [3.6299, -1.6857, 3.3037], [8.4491, -2.5458, 1.3179], [-4.9565, -2.8558, -1.8058], [1.0805, -0.3217, -0.2153], [-2.9367, 4.3987, 0.5715], [2.3456, -3.8343, 2.7634], [-6.1524, -0.4497, 0.2556], [1.3530, -1.6382, 2.5094], [-6.4692, -3.3451, -0.8441], [-0.7350, -1.4986, -2.3347], [-5.9709, -1.1393, -0.9553], [-3.2929, 3.8493, 1.4377], [6.4084, -4.4487, 0.9923], [-1.2394, 5.5005, -1.9044], [-2.1989, -2.6314, -3.2648], [2.4854, -2.4055, 2.9029], [3.5924, -0.2790, 3.5574], [2.4651, 1.3905, -3.0001], [2.4757, 0.4513, 3.3313], [-5.5813, -2.6113, -0.9440], [1.1093, 0.0029, -1.4446], [-3.0708, 6.5217, -1.3891], [-0.5878, -0.4532, 0.6822], [5.1102, -3.2561, 2.5800], [-5.9455, -0.8433, -3.1549], [-1.4157, 1.5714, 0.4131], [2.4993, 1.5892, -0.8890], [2.3963, 1.5595, 3.5461], [3.3140, 2.0835, -3.1572], [0.0842, -0.3343, -4.6509], [-6.0515, -0.4110, -2.1529], [0.6529, -0.0063, -3.7984], [-6.3268, 1.6607, -0.9107], [-0.2378, 5.5687, 1.0090], [-1.4531, -1.4280, -1.2597], [1.3128, -0.1819, 2.7778], [-2.5335, -2.2118, -1.0547], [7.4599, -4.4357, 0.0646], [0.1460, -3.4574, 1.9223], [0.2880, -2.1107, 1.8975], [-6.5324, 2.7447, -0.9352], [-3.5635, 3.9123, -0.2409], [-1.2968, 2.7624, 0.5155], [0.2926, 0.4930, 2.3565], [-0.7210, -3.4527, -2.9499], [-6.1780, 1.4989, -3.0828], [8.4177, -3.4342, 0.2436], [-1.0595, 5.9957, -0.9382], [-2.4167, 6.5971, -0.5226], [4.5061, 0.2615, 3.7792], [5.5717, -5.1605, 0.9306], [3.2186, -4.4384, 2.9807], [-2.6133, 6.2090, 1.6390], [7.1675, -1.8059, 2.9991], [-0.5222, 5.0486, 0.1298], [1.7152, 1.2409, -5.1052], [-6.1052, -0.9830, 1.1610], [-0.7433, -2.3359, -4.3344], [1.0488, -5.4120, 2.0476], [-6.2982, 0.9348, 0.2562], [-0.2885, 6.7585, -1.1904], [-3.0882, 5.8777, 0.6840], [-4.6142, -2.9343, 0.5739], [7.3761, -2.5097, 2.2339], [2.0863, 1.0708, -1.7550], [-2.3134, 7.7080, -0.3087], [4.9152, -2.1671, 3.2032], [7.5364, -5.0528, -0.8171], [-6.2125, 0.9759, -2.1299], [-3.1290, -2.0779, 0.0714], [6.3520, -3.4699, 2.0431], [1.6684, 0.8989, -4.0629], [-1.5733, 4.0225, 0.4050], [0.4226, 4.5394, -0.1885], [9.2598, -1.7753, 1.3700], [9.6325, -3.1247, -1.1369], [0.3240, -0.5192, -2.4976], [1.1432, -4.3656, 2.2779], [-2.5972, -1.1177, 1.4085], [-4.1341, 6.1289, 0.7273]],
  "forces_ev_per_angstrom": [[-0.6, -0.3, -0.6], [-0.4, 0.1, 0.2], [-1.0, -0.1, 1.6], [1.8, 0.3, 0.8], [-0.3, 1.0, 0.8], [-0.3, -0.1, 0.1], [-0.3, -0.4, 0.8], [-1.8, -1.5, -0.5], [-0.1, 0.8, -0.4], [0.1, 0.7, -1.8], [1.4, 0.9, 0.6], [1.2, 1.2, -0.5], [-1.3, 0.0, 0.5], [-0.3, 0.1, -0.1], [-0.3, 0.3, 0.5], [0.3, 0.2, 0.6], [0.3, -0.4, 0.5], [0.5, 0.0, -0.6], [-1.8, -1.1, -0.6], [0.2, -1.0, -0.4], [0.0, 0.9, -1.3], [-1.8, 1.2, 0.4], [-1.2, -0.8, 0.8], [1.0, 1.9, -0.6], [-0.2, 0.1, 0.0], [-0.7, -0.7, -0.6], [-2.2, -0.6, 0.7], [0.1, -0.3, 0.6], [1.1, 4.8, 0.5], [0.2, -0.5, -0.1], [0.2, -1.5, -0.4], [-0.7, -0.3, -0.1], [-0.3, -0.1, -0.1], [0.2, 0.4, 0.0], [0.3, -0.1, 0.7], [-0.4, 0.4, -1.3], [-0.1, 0.7, 1.1], [1.4, 1.5, 1.3], [-1.0, 1.6, -1.6], [-1.2, -1.4, -1.2], [-0.3, 1.0, 1.2], [0.1, 1.3, -0.7], [-0.4, -2.7, 1.1], [0.4, -0.6, 0.2], [0.6, 0.9, 0.3], [-1.0, -5.9, -1.3], [1.8, -1.1, 1.3], [0.3, -0.4, -0.3], [-0.2, 0.1, 0.2], [-0.3, 0.0, 0.5], [0.4, 0.3, -0.5], [-0.1, 1.3, 0.5], [0.1, -0.4, 0.2], [0.4, 0.5, -0.1], [-0.3, 0.0, 0.0], [-0.3, -0.1, -0.6], [0.4, 0.7, 0.4], [0.1, -1.4, -1.4], [0.5, -0.1, 0.5], [0.2, -0.4, 0.9], [0.3, 0.1, -1.0], [-0.2, -0.2, 0.3], [0.3, -0.3, 0.5], [-0.6, -0.3, 0.5], [1.1, 0.9, 0.0], [0.5, -0.6, -1.2], [0.5, -2.2, -1.9], [-0.7, -1.2, 1.4], [-0.2, -1.3, -0.1], [0.5, 0.4, -0.6], [-0.3, -0.2, 0.1], [0.0, -0.2, 0.4], [0.8, 0.8, 1.4], [1.3, 0.6, -1.3], [-0.5, -0.5, -0.5], [2.3, 1.7, 0.0], [-1.0, 0.1, 0.0], [-0.8, -0.8, -0.1], [0.8, 0.0, -0.7], [1.3, 0.7, -1.2], [1.2, 1.5, 0.4], [-0.6, -0.1, 0.4], [-0.4, 0.2, 0.1]],
  "lowdin_charge": [0.091, 0.099, -0.020, -0.246, -0.144, 0.062, -0.115, -0.192, 0.010, -0.080, -0.166, 0.098, -0.257, -0.283, 0.125, -0.014, 0.114, 0.072, -0.081, -0.036, -0.130, -0.036, -0.419, -0.349, 0.097, 0.262, -0.004, 0.111, 0.193, 0.109, 0.124, 0.102, 0.087, -0.051, -0.062, -0.113, 0.101, 0.006, -0.300, -0.062, -0.139, -0.100, 0.067, 0.100, 0.147, -0.187, -0.105, 0.088, 0.094, -0.753, -0.181, -0.190, 0.106, 0.108, 0.084, 0.126, 0.081, -0.118, 0.086, 0.061, 0.048, 0.093, -0.093, 0.115, -0.177, 0.829, -0.017, -0.027, 0.119, 0.054, 0.087, -0.098, -1.052, -0.271, -0.133, -0.104, 0.141, 0.102, 0.716, -0.106, -0.046, 0.638, 0.104]
}